{
  "formula": "C36H86AlN4O7",
  "method": "ωB97M-V with the def2-TZVPD basis set",
  "species": ["C", "C", "C", "C", "C", "C", "C", "C", "C", "Al", "C", "N", "C", "O", "C", "C", "C", "C", "C", "C", "C", "H", "H", "H", "H", "H", "H", "H", "H", "H", "H", "H", "H", "H", "H", "H", "H", "H", "H", "H", "H", "H", "H", "H", "H", "H", "H", "H", "H", "H", "H", "H", "H", "H", "H", "H", "H", "H", "H", "H", "H", "H", "C", "O", "C", "C", "N", "C", "C", "O", "C", "H", "H", "H", "H", "H", "H", "H", "H", "H", "H", "H", "H", "H", "H", "H", "C", "O", "C", "C", "N", "C", "C", "O", "C", "H", "H", "H", "H", "H", "H", "H", "H", "H", "H", "H", "H", "H", "H", "H", "C", "O", "C", "C", "N", "C", "C", "O", "C", "H", "H", "H", "H", "H", "H", "H", "H", "H", "H", "H", "H", "H", "H", "H"],
  "coordinates": [[5.19824, 2.21781, 7.60230], [4.57696, 0.87848, 7.19562], [5.55684, -0.05655, 6.46865], [5.98974, -1.30261, 7.24576], [4.86286, -2.18854, 7.77076], [3.88807, -2.65757, 6.67686], [2.49252, -2.05252, 6.78126], [1.65049, -2.21435, 5.52355], [0.23847, -1.60708, 5.66021], [-0.01608, 0.16227, 4.69636], [-0.26105, 1.63719, 6.08848], [-1.63386, 1.60183, 6.72308], [-1.66145, 0.19089, 3.47993], [-2.50308, -0.99601, 3.47736], [-3.13851, -1.22614, 4.71077], [-4.61537, -0.83022, 4.69068], [-4.87394, 0.62929, 5.04857], [1.60834, 0.64865, 3.57708], [1.36931, 2.02568, 2.93901], [1.95470, -0.39441, 2.48995], [3.43816, -0.80025, 2.42025], [6.23791, 2.08934, 7.91201], [5.17671, 2.92949, 6.77624], [4.66004, 2.67086, 8.43570], [4.17490, 0.39607, 8.08751], [3.71937, 1.07124, 6.54942], [5.14306, -0.36324, 5.50680], [6.45965, 0.51590, 6.23424], [6.61573, -1.91220, 6.58554], [6.63446, -0.99512, 8.07739], [5.31750, -3.05293, 8.26111], [4.30458, -1.66220, 8.54979], [3.79450, -3.74698, 6.71193], [4.29797, -2.41820, 5.69047], [2.58742, -0.97830, 6.97999], [1.96417, -2.49137, 7.63439], [1.60538, -3.28008, 5.26127], [2.21203, -1.73683, 4.71627], [0.06465, -1.38548, 6.72242], [-0.51374, -2.35459, 5.39313], [-0.14101, 2.60275, 5.58179], [0.50421, 1.61690, 6.87622], [-2.02809, 2.53614, 6.74273], [-1.54221, 1.35090, 7.70059], [-1.31300, 0.27284, 2.44227], [-2.29788, 1.07548, 3.64000], [-3.05373, -2.29267, 4.94654], [-2.62684, -0.66949, 5.50557], [-5.13771, -1.46531, 5.41467], [-5.00857, -1.04898, 3.69526], [-5.94281, 0.83116, 5.15298], [-4.38268, 0.87956, 5.99003], [-4.46765, 1.30054, 4.29163], [2.47279, 0.75898, 4.24935], [0.42663, 2.04781, 2.38069], [2.16342, 2.30876, 2.23161], [1.31109, 2.81459, 3.69294], [1.67430, 0.02946, 1.52383], [1.35684, -1.30455, 2.61251], [3.57221, -1.85931, 2.18810], [3.93672, -0.61127, 3.37350], [3.97589, -0.23183, 1.65718], [-4.22341, 1.63680, -0.56425], [-3.91842, 0.67760, -1.55491], [-3.58609, 1.19724, -2.83229], [-2.11759, 1.00646, -3.14141], [-1.29063, 1.86604, -2.31211], [0.14045, 1.59578, -2.37871], [0.63152, 0.22410, -1.92910], [0.48937, -0.00571, -0.54876], [-0.77710, -0.47067, -0.11879], [-4.61320, 1.09532, 0.29515], [-3.34440, 2.20564, -0.24290], [-4.98263, 2.34309, -0.91793], [-3.85699, 2.25630, -2.90445], [-4.17477, 0.64246, -3.57018], [-1.94356, 1.25715, -4.19352], [-1.89389, -0.06270, -3.01586], [-1.59068, 1.78571, -1.34898], [0.64098, 2.33987, -1.75435], [0.47709, 1.76779, -3.40888], [1.70659, 0.18290, -2.13171], [0.16801, -0.59173, -2.50179], [-1.24658, -1.10287, -0.88064], [-1.45957, 0.34583, 0.13348], [-0.61794, -1.05739, 0.78484], [-3.15112, -3.30472, -3.72075], [-3.31389, -2.63585, -4.95511], [-3.34619, -3.47184, -6.10093], [-4.72209, -3.48028, -6.72925], [-5.68476, -4.17154, -5.88729], [-7.07823, -4.02166, -6.28754], [-7.68123, -2.62092, -6.27148], [-7.84876, -2.07263, -4.97973], [-6.69042, -1.49327, -4.40869], [-2.96097, -2.54320, -2.96632], [-4.04519, -3.86754, -3.42937], [-2.30125, -3.99361, -3.75064], [-3.03404, -4.48921, -5.84344], [-2.63251, -3.06754, -6.82455], [-4.66898, -3.99574, -7.69433], [-4.98913, -2.43322, -6.93163], [-5.57999, -3.85795, -4.93178], [-7.68376, -4.64728, -5.62742], [-7.18702, -4.42809, -7.29950], [-8.68539, -2.68658, -6.69751], [-7.10825, -1.92674, -6.90000], [-6.05011, -1.04800, -5.17608], [-6.10193, -2.21713, -3.83882], [-7.01017, -0.71214, -3.72005], [1.40894, 1.19287, -7.69563], [1.80597, 1.54708, -6.39072], [2.89966, 0.80799, -5.86440], [4.13833, 1.66583, -5.74384], [4.66970, 2.01713, -7.05203], [5.75166, 2.99214, -7.03936], [5.47096, 4.38029, -6.47627], [4.58505, 5.15857, -7.25874], [3.20870, 4.95803, -7.00431], [0.45527, 1.68320, -7.88408], [2.12595, 1.51773, -8.45931], [1.27277, 0.11069, -7.79159], [3.09874, -0.07791, -6.47570], [2.61467, 0.47368, -4.86298], [4.89911, 1.10443, -5.19226], [3.87159, 2.54161, -5.13621], [3.91699, 2.36109, -7.63364], [6.09601, 3.11806, -8.06892], [6.58825, 2.56498, -6.47515], [6.41795, 4.92563, -6.46750], [5.11321, 4.33819, -5.44008], [3.02370, 4.73652, -5.94916], [2.78437, 4.14870, -7.60618], [2.69179, 5.88143, -7.26387]],
  "forces_ev_per_angstrom": [[-0.03, -0.05, 0.03], [0.00, 0.13, 0.03], [0.01, 0.05, -0.05], [0.11, 0.09, 0.06], [-0.07, -0.06, -0.06], [-0.02, -0.13, 0.03], [0.05, 0.19, -0.06], [-0.04, -0.12, 0.06], [0.14, 0.02, -0.08], [-0.09, 0.08, 0.37], [-0.13, -0.15, -0.19], [0.05, 0.10, 0.04], [0.20, -0.01, -0.15], [-0.03, 0.05, -0.05], [0.06, 0.07, 0.02], [0.05, 0.03, 0.18], [0.04, 0.04, 0.00], [-0.10, 0.09, -0.04], [0.12, 0.01, -0.01], [0.04, 0.09, 0.14], [0.03, 0.07, -0.02], [0.02, 0.01, 0.04], [0.10, -0.01, -0.04], [-0.05, 0.04, -0.02], [0.03, -0.07, -0.02], [-0.08, 0.00, 0.06], [-0.09, 0.00, 0.00], [0.02, -0.04, -0.12], [0.05, 0.03, -0.01], [-0.04, -0.03, 0.06], [0.02, 0.01, 0.05], [-0.01, -0.02, 0.01], [0.02, -0.01, -0.08], [0.03, -0.04, -0.02], [-0.08, -0.04, 0.08], [0.01, 0.06, 0.06], [0.01, -0.02, 0.03], [0.02, -0.04, -0.10], [-0.08, -0.05, 0.04], [-0.05, 0.04, -0.07], [-0.01, 0.07, 0.08], [0.10, 0.09, -0.02], [-0.01, 0.02, 0.00], [-0.01, -0.12, -0.02], [-0.06, 0.02, 0.05], [0.00, 0.04, 0.02], [0.00, -0.06, -0.09], [0.00, -0.05, 0.05], [-0.09, -0.02, -0.06], [-0.07, -0.14, 0.02], [-0.03, 0.02, -0.05], [0.02, 0.01, 0.00], [-0.01, 0.02, -0.03], [0.05, -0.08, 0.01], [0.00, 0.00, -0.03], [0.00, 0.03, -0.02], [-0.02, 0.02, 0.02], [-0.10, -0.17, -0.05], [-0.03, -0.04, 0.00], [-0.02, -0.02, -0.06], [0.01, -0.06, 0.05], [0.04, 0.06, 0.04], [-0.03, 0.01, 0.02], [0.00, -0.04, 0.00], [-0.07, -0.03, -0.09], [0.04, 0.01, 0.04], [-0.03, -0.06, 0.08], [0.02, 0.14, -0.08], [0.06, 0.00, -0.05], [0.00, 0.02, -0.08], [0.04, -0.12, 0.05], [0.02, 0.00, 0.01], [0.00, 0.01, -0.02], [-0.01, 0.00, 0.01], [0.03, 0.01, 0.04], [0.00, 0.01, -0.01], [0.03, -0.02, -0.01], [-0.02, 0.00, -0.06], [0.01, 0.00, 0.00], [0.02, -0.01, -0.01], [-0.03, -0.04, -0.02], [0.00, -0.02, 0.02], [-0.06, 0.04, 0.00], [-0.01, 0.00, -0.01], [0.00, -0.02, -0.04], [-0.02, 0.01, -0.01], [0.05, 0.04, 0.03], [-0.05, 0.04, 0.01], [0.07, -0.02, -0.02], [-0.06, -0.01, 0.00], [-0.01, 0.09, 0.06], [0.02, -0.08, 0.01], [-0.03, 0.04, -0.05], [0.00, -0.03, 0.04], [-0.01, 0.06, 0.01], [-0.02, 0.00, 0.01], [0.02, -0.03, -0.01], [0.00, 0.00, 0.01], [-0.04, -0.01, 0.00], [0.02, -0.01, 0.02], [0.00, 0.01, -0.01], [0.00, -0.01, -0.03], [0.02, -0.01, 0.00], [0.01, -0.02, -0.01], [0.00, 0.02, -0.01], [0.00, 0.01, 0.00], [0.03, -0.01, 0.02], [0.03, 0.00, 0.02], [0.03, 0.01, -0.01], [-0.04, 0.00, -0.01], [-0.04, -0.05, 0.01], [0.01, 0.07, -0.05], [-0.01, -0.08, 0.16], [0.04, 0.06, -0.06], [-0.10, 0.06, -0.01], [0.05, -0.08, -0.06], [0.05, 0.05, 0.07], [-0.03, -0.05, -0.06], [0.00, 0.05, 0.01], [0.00, 0.01, 0.00], [0.02, -0.03, 0.01], [-0.01, 0.00, -0.01], [0.02, 0.03, -0.04], [-0.04, -0.03, -0.02], [0.02, 0.02, 0.00], [0.01, -0.03, 0.04], [0.01, 0.02, 0.00], [0.02, -0.01, 0.01], [-0.01, 0.00, 0.01], [-0.01, 0.02, 0.01], [-0.02, -0.04, -0.02], [-0.01, 0.00, 0.00], [0.01, -0.02, 0.03], [0.00, 0.00, 0.00]],
  "lowdin_charge": [-0.115, -0.253, -0.210, -0.223, -0.219, -0.208, -0.232, -0.286, -0.201, 0.373, -0.297, -0.089, -0.200, -0.231, -0.288, -0.235, -0.120, -0.373, -0.155, -0.288, -0.112, 0.064, 0.069, 0.063, 0.091, 0.094, 0.086, 0.101, 0.107, 0.104, 0.098, 0.096, 0.105, 0.102, 0.099, 0.114, 0.105, 0.063, 0.043, 0.036, 0.026, 0.029, 0.034, 0.036, 0.025, 0.050, 0.109, 0.092, 0.096, 0.102, 0.056, 0.058, 0.059, 0.070, 0.057, 0.063, 0.051, 0.074, 0.087, 0.061, 0.040, 0.060, -0.108, -0.196, -0.220, -0.218, -0.045, -0.196, -0.232, -0.187, -0.083, 0.091, 0.081, 0.085, 0.121, 0.111, 0.123, 0.097, 0.073, 0.121, 0.108, 0.116, 0.110, 0.084, 0.073, 0.086, -0.104, -0.199, -0.221, -0.222, -0.051, -0.203, -0.232, -0.178, -0.100, 0.081, 0.081, 0.090, 0.122, 0.120, 0.122, 0.106, 0.070, 0.119, 0.116, 0.119, 0.109, 0.085, 0.075, 0.090, -0.119, -0.197, -0.213, -0.215, -0.052, -0.205, -0.229, -0.181, -0.101, 0.088, 0.078, 0.087, 0.123, 0.114, 0.126, 0.108, 0.072, 0.118, 0.117, 0.120, 0.112, 0.090, 0.072, 0.087],
  "mol_weight_g_mol": 714.09,
  "homo_lumo_gap_ev": 5.98,
  "lumo_ev": 1.895,
  "fmax_ha_per_bohr": 0.0075,
  "homo_energy_ha": -0.150,
  "charge": -1,
  "multiplicity": 1
}